DFT (wB97M-V/def2-TZVPD) results for a 2-piece molecular cluster, C5H13NO2 overall.

Computed properties:
HOMO energy = -8.97 eV
structure (SMILES) = CCN(C)CC=O.O
E = -403.51466 a.u.
HOMO-LUMO gap = 9.95 eV
energy above the lowest of the compared OMol25 structures with the same formula, charge and spin = 162.6 kJ/mol

The geometry in XYZ format:
```
21
Properties=species:S:1:pos:R:3:lowdin_charge:R:1
C -0.05 1.23 2.69 -0.085
C 0.64 0.38 1.63 -0.278
N 0.06 0.49 0.29 -0.231
C -1.28 -0.07 0.23 -0.082
C 0.93 -0.13 -0.71 -0.174
C 0.81 0.62 -2.00 -0.218
O 0.70 0.09 -3.08 0.038
H 0.54 1.13 3.60 0.072
H -0.16 2.26 2.36 0.081
H -1.01 0.78 2.91 0.059
H 1.66 0.73 1.50 0.107
H 0.68 -0.69 1.92 0.123
H -1.90 0.52 0.90 0.075
H -1.72 0.09 -0.76 0.090
H -1.33 -1.12 0.51 0.096
H 0.63 -1.16 -0.91 0.115
H 1.97 -0.16 -0.39 0.130
H 0.85 1.72 -1.94 0.130
O -0.93 -2.21 -2.64 -0.069
H -0.40 -1.48 -2.99 -0.011
H -0.67 -3.01 -3.11 0.035
```